Arrangement one

Entry from the Open Molecules 2025 dataset: C7H12Se in the gas phase (the ωB97M-V functional and the def2-TZVPD basis).

For the gap between HOMO and LUMO (spin up / spin down), the calculation gives 6.50 / 6.50 eV. The HOMO energy (spin up / spin down) comes out at -7.78 / -7.78 eV. For the LUMO energy (spin up / spin down), the calculation gives -0.047 / -0.047 hartree. Its molecular weight is 175.133 g mol⁻¹.

Last column: Mulliken charge in e.
Atoms and positions in Å:
C  0.968  -1.341  0.186  -0.151
C  -0.003  -2.257  0.464  -0.137
C  0.732  -0.197  -0.700  -1.255
C  -1.122  -2.356  -0.391  -0.980
C  -0.276  0.822  -0.097  1.068
C  -0.185  2.094  -0.819  -1.474
C  0.229  1.157  1.381  -1.543
Se  -2.138  0.283  0.034  0.013
H  2.002  -1.270  0.535  0.377
H  0.160  -3.065  1.262  0.305
H  1.682  0.261  -0.752  0.461
H  0.359  -0.373  -1.698  0.413
H  -1.262  -1.869  -1.392  0.360
H  -2.045  -2.930  -0.345  0.304
H  0.098  1.983  -1.901  0.313
H  0.664  2.682  -0.358  0.357
H  -1.119  2.722  -0.697  0.368
H  0.077  2.140  1.516  0.588
H  1.344  0.992  1.544  0.304
H  -0.164  0.520  2.225  0.308

---

Arrangement two

Entry from the Open Molecules 2025 dataset: C7H12Se in the gas phase (the ωB97M-V functional and the def2-TZVPD basis).

For the gap between HOMO and LUMO, the calculation gives 9.59 eV. The HOMO energy comes out at -8.93 eV. For the LUMO energy, the calculation gives 0.024 hartree. Its molecular weight is 175.133 g mol⁻¹. The SMILES is C=C(C)C/C=C\C[SeH].

Last column: Mulliken charge in e.
Atoms and positions in Å:
C  -2.699  0.861  -0.179  -1.005
C  -1.498  0.433  0.177  0.950
C  -1.472  -0.728  1.110  -1.175
C  -0.228  1.001  -0.469  -0.723
C  0.406  -0.051  -1.354  -0.210
C  1.460  -0.799  -1.023  -0.155
C  2.213  -0.665  0.251  -0.722
Se  4.076  -0.032  0.230  -0.096
H  -3.730  0.407  -0.021  0.225
H  -2.906  1.839  -0.677  0.236
H  -1.216  -0.427  2.204  0.224
H  -0.681  -1.516  0.918  0.204
H  -2.428  -1.182  1.131  0.427
H  0.364  1.278  0.452  0.285
H  -0.660  1.705  -1.150  0.417
H  0.029  -0.027  -2.450  0.247
H  1.679  -1.737  -1.684  0.289
H  1.609  0.010  0.855  0.143
H  1.957  -1.657  0.734  0.348
H  3.728  1.287  0.944  0.089

---

arrangement two comes first in stability; the runner-up is 17.8 kcal/mol higher.

---

Arrangement one

Entry from the Open Molecules 2025 dataset: C9H9NOS in the gas phase (the ωB97M-V functional and the def2-TZVPD basis).

For the gap between HOMO and LUMO, the calculation gives 9.21 eV. The HOMO energy comes out at -8.53 eV. For the LUMO energy, the calculation gives 0.025 hartree. Its molecular weight is 179.244 g mol⁻¹. The SMILES is O=C1NC[C@H]2C[C@@]12c1cccs1.

Last column: Mulliken charge in e.
Atoms and positions in Å:
O  -1.891  -1.683  -0.914  -0.624
C  -1.491  -0.518  -0.898  0.247
N  -1.656  0.360  -1.997  -0.223
C  -0.892  1.601  -1.979  -0.633
C  -0.010  1.397  -0.810  -0.110
C  -0.766  1.459  0.458  -0.578
C  -0.504  0.129  -0.026  0.987
C  0.634  -0.582  0.614  -0.153
C  0.538  -1.866  1.145  -0.490
C  1.735  -2.222  1.846  -0.492
C  2.698  -1.310  1.830  -0.522
S  2.109  0.211  1.038  -0.120
H  -2.700  0.378  -2.414  0.298
H  -0.311  1.840  -2.951  0.298
H  -1.540  2.645  -1.833  0.206
H  1.155  1.423  -0.945  0.240
H  -0.241  1.713  1.477  0.200
H  -1.839  1.701  0.368  0.285
H  -0.434  -2.398  1.217  0.357
H  1.780  -3.090  2.480  0.354
H  3.630  -1.187  2.294  0.475

---

Arrangement two

Entry from the Open Molecules 2025 dataset: a molecular structure, C9H9NOS (the ωB97M-V functional and the def2-TZVPD basis).

For the gap between HOMO and LUMO, the calculation gives 8.75 eV. The HOMO energy comes out at -8.00 eV. For the LUMO energy, the calculation gives 0.027 hartree. Its molecular weight is 179.244 g mol⁻¹.

Last column: Mulliken charge in e.
Atoms and positions in Å:
C  -3.654  -0.322  -0.632  -0.440
C  -2.986  -1.529  -1.074  -0.672
C  -3.022  0.623  0.083  -0.734
C  -1.596  -1.641  -0.953  -0.284
C  -1.597  0.486  0.206  0.729
C  -0.895  -0.602  -0.356  0.519
C  -0.757  1.402  0.861  -1.180
C  0.512  0.992  0.747  0.187
C  4.114  0.436  0.540  0.259
N  5.164  -0.191  0.223  -0.641
O  2.959  -0.047  -0.042  -0.535
S  0.801  -0.442  -0.126  -0.015
H  -4.654  -0.131  -0.826  0.435
H  -3.621  -2.188  -1.551  0.432
H  -3.526  1.519  0.230  0.383
H  -0.922  -2.532  -1.424  0.147
H  -1.035  2.296  1.399  0.380
H  1.528  1.424  1.084  0.152
H  4.044  1.285  1.234  0.324
H  5.958  0.032  0.856  0.242
H  3.185  -0.871  -0.480  0.315

---

arrangement two comes first in stability; the runner-up is 5.3 kcal/mol higher.

---

Arrangement one

Entry from the Open Molecules 2025 dataset: a molecular structure, C18H27BNaO9P3Se2 (the ωB97M-V functional and the def2-TZVPD basis).

For the gap between HOMO and LUMO, the calculation gives 3.85 eV. The HOMO energy comes out at -0.08 eV. As for the total charge: -2. For the LUMO energy, the calculation gives 0.139 hartree. Its molecular weight is 672.049 g mol⁻¹.

Last column: Mulliken charge in e.
Atoms and positions in Å:
Na  0.714  0.578  0.358  0.630
O  2.358  2.215  -0.800  -0.244
P  2.916  2.325  0.751  0.807
O  4.298  2.847  0.762  -0.829
O  2.577  0.969  1.337  -0.810
O  1.915  3.400  1.411  -0.459
P  0.384  3.076  1.990  0.514
O  0.767  1.950  3.100  -0.582
O  -0.154  4.285  2.632  -0.810
O  -0.338  2.400  0.854  -0.194
H  2.644  3.044  -1.202  0.196
H  1.501  1.442  2.695  0.461
C  -0.843  2.908  -2.393  -0.941
Se  -1.264  1.144  -1.723  0.348
C  -1.646  0.266  -3.426  -0.712
C  -2.075  -1.175  -3.216  -1.159
Se  -0.907  -2.305  -2.123  -0.362
C  -3.472  -3.889  -2.220  -1.045
H  0.032  2.869  -3.039  0.233
H  -0.622  3.502  -1.508  0.198
H  -1.694  3.325  -2.931  0.354
H  -0.763  0.359  -4.056  0.311
H  -2.470  0.800  -3.907  0.553
H  -2.239  -1.676  -4.169  0.415
H  -3.007  -1.257  -2.662  0.511
H  -4.446  -3.517  -1.855  0.209
H  -3.137  -4.681  -1.527  0.174
H  -3.651  -4.361  -3.203  0.207
O  1.684  -1.148  -1.341  -0.472
B  0.737  -1.271  -2.385  0.674
O  1.285  -0.760  -3.564  -0.534
C  2.555  -0.342  -3.250  0.625
C  3.488  0.254  -4.067  -0.910
C  4.698  0.611  -3.471  -0.518
C  4.941  0.379  -2.121  -0.574
C  3.988  -0.229  -1.307  -0.817
C  2.807  -0.581  -1.913  0.770
H  3.280  0.445  -5.111  0.443
H  5.457  1.099  -4.071  0.346
H  5.871  0.710  -1.680  0.386
H  4.134  -0.359  -0.244  0.475
C  -1.624  -3.180  1.802  -1.332
P  -0.708  -1.596  1.818  1.049
C  0.725  -2.065  2.876  -1.513
C  -1.709  -0.595  2.987  0.454
C  -2.414  0.485  2.461  -0.520
C  -3.163  1.312  3.287  -0.479
C  -3.222  1.065  4.649  -0.384
C  -2.529  -0.013  5.186  -0.714
C  -1.778  -0.833  4.359  -0.316
H  -1.782  -3.559  2.815  0.408
H  -1.069  -3.914  1.215  0.424
H  -2.585  -3.035  1.309  0.389
H  0.442  -2.548  3.814  0.454
H  1.327  -1.181  3.092  0.337
H  1.348  -2.758  2.306  0.400
H  -2.333  0.721  1.407  0.250
H  -3.665  2.173  2.864  0.366
H  -3.784  1.727  5.298  0.332
H  -2.556  -0.201  6.254  0.354
H  -1.222  -1.655  4.796  0.172

---

Arrangement two

Entry from the Open Molecules 2025 dataset: a molecular structure, C18H27BNaO9P3Se2 (the ωB97M-V functional and the def2-TZVPD basis).

For the gap between HOMO and LUMO, the calculation gives 5.03 eV. The HOMO energy comes out at -1.07 eV. As for the total charge: -2. For the LUMO energy, the calculation gives 0.146 hartree. Its molecular weight is 672.049 g mol⁻¹.

Last column: Mulliken charge in e.
Atoms and positions in Å:
Na  -0.922  0.274  -0.191  0.914
O  -0.836  -2.039  -3.568  -0.578
P  -1.746  -1.347  -2.403  0.494
O  -3.145  -1.789  -2.535  -0.823
O  -1.003  -1.497  -1.108  -0.293
O  -1.711  0.241  -2.867  -0.375
P  -0.523  1.332  -2.849  0.797
O  0.722  0.501  -3.553  -0.518
O  -0.862  2.423  -3.792  -0.826
O  -0.121  1.617  -1.437  -0.540
H  0.088  -1.834  -3.327  0.353
H  0.559  0.597  -4.503  0.243
C  3.567  2.354  1.390  -1.139
Se  1.991  2.159  0.193  0.339
C  3.028  1.670  -1.382  -0.786
C  3.403  0.195  -1.461  -0.908
Se  1.815  -0.974  -1.296  0.397
C  2.632  -2.261  -0.068  -1.040
H  3.177  2.672  2.356  0.275
H  4.271  3.103  1.026  0.340
H  4.073  1.396  1.507  0.315
H  3.921  2.299  -1.390  0.527
H  2.393  1.951  -2.217  0.240
H  4.074  -0.076  -0.644  0.402
H  3.896  -0.009  -2.414  0.409
H  3.521  -2.715  -0.503  0.467
H  1.865  -3.017  0.090  0.189
H  2.866  -1.785  0.884  0.191
O  -2.409  2.066  1.329  -0.302
B  -2.033  0.844  1.970  -0.032
O  -3.013  0.665  3.019  -0.396
C  -3.863  1.716  2.997  0.706
C  -4.932  1.994  3.823  -1.043
C  -5.647  3.168  3.577  -0.461
C  -5.289  4.021  2.543  -0.416
C  -4.201  3.738  1.714  -1.149
C  -3.498  2.577  1.956  0.660
H  -5.198  1.324  4.631  0.439
H  -6.496  3.416  4.204  0.350
H  -5.865  4.924  2.376  0.352
H  -3.918  4.405  0.910  0.478
C  0.934  -2.986  2.858  -1.592
P  -0.043  -1.528  2.120  1.050
C  -1.645  -2.441  2.099  -1.468
C  -0.027  -0.580  3.688  0.240
C  0.949  0.418  3.788  -0.801
C  1.145  1.115  4.965  -0.323
C  0.368  0.828  6.085  -0.504
C  -0.589  -0.174  6.006  -0.587
C  -0.768  -0.886  4.829  -0.210
H  0.525  -3.292  3.824  0.519
H  1.975  -2.686  3.001  0.332
H  0.906  -3.834  2.169  0.433
H  -1.717  -3.195  2.886  0.435
H  -1.700  -2.916  1.118  0.373
H  -2.457  -1.722  2.167  0.336
H  1.521  0.663  2.898  0.187
H  1.903  1.889  5.021  0.377
H  0.506  1.381  7.007  0.337
H  -1.197  -0.405  6.874  0.359
H  -1.526  -1.659  4.779  0.258

---

arrangement one comes first in stability; the runner-up is 26.9 kcal/mol higher.

---

Arrangement one

Entry from the Open Molecules 2025 dataset: 2 unconnected molecules or ions with the total composition C4H14NO3 (the ωB97M-V functional and the def2-TZVPD basis).

For the gap between HOMO and LUMO, the calculation gives 11.48 eV. The HOMO energy comes out at -14.30 eV. As for the total charge: +1. For the LUMO energy, the calculation gives -0.104 hartree. Its molecular weight is 124.160 g mol⁻¹.

Last column: Mulliken charge in e.
Atoms and positions in Å:
C  1.667  -0.097  0.818  -0.807
O  2.331  0.889  -0.007  -0.567
C  0.507  -0.530  -0.181  0.212
C  -0.579  -1.392  0.358  -0.704
C  -1.732  -1.770  -0.766  -0.386
O  -2.424  -0.561  -0.961  -0.534
N  -0.058  0.737  -0.726  -0.249
H  1.438  0.355  1.805  0.268
H  2.447  -0.837  1.054  0.471
H  3.277  0.734  -0.077  0.332
H  1.075  -0.938  -1.053  0.244
H  -1.149  -1.015  1.226  0.330
H  -0.133  -2.373  0.534  0.384
H  -2.195  -2.626  -0.236  0.367
H  -1.413  -1.994  -1.845  0.288
H  -3.357  -0.391  -0.793  0.299
H  0.594  1.450  -1.053  0.366
H  -0.840  0.578  -1.389  0.377
H  -0.574  1.232  0.021  0.312
H  -0.377  3.206  1.303  0.336
H  1.110  2.425  1.181  0.333
O  0.385  2.916  0.787  -0.671

---

Arrangement two

Entry from the Open Molecules 2025 dataset: 2 unconnected molecules or ions with the total composition C4H14NO3 (the ωB97M-V functional and the def2-TZVPD basis).

For the gap between HOMO and LUMO, the calculation gives 11.41 eV. The HOMO energy comes out at -14.57 eV. As for the total charge: +1. For the LUMO energy, the calculation gives -0.116 hartree. Its molecular weight is 124.160 g mol⁻¹.

Last column: Mulliken charge in e.
Atoms and positions in Å:
C  0.022  0.461  1.512  -0.653
O  1.370  0.515  2.030  -0.524
C  -0.068  0.290  -0.046  0.015
C  -1.521  0.048  -0.655  0.498
C  -2.613  -0.665  0.148  -1.437
O  -1.140  -0.665  -1.810  -0.610
N  1.009  -0.703  -0.538  -0.309
H  -0.642  -0.374  1.931  0.313
H  -0.647  1.326  1.851  0.352
H  1.666  1.394  2.350  0.352
H  0.268  1.229  -0.466  0.212
H  -1.959  1.029  -0.928  0.295
H  -3.035  -0.096  1.008  0.376
H  -2.424  -1.665  0.605  0.378
H  -3.397  -0.972  -0.660  0.315
H  -1.608  -0.527  -2.708  0.346
H  0.691  -1.721  -0.726  0.371
H  1.700  -0.745  0.241  0.325
H  1.404  -0.258  -1.398  0.375
H  3.875  0.446  0.287  0.346
H  3.725  1.166  -1.335  0.320
O  3.324  0.486  -0.694  -0.658

---

arrangement one comes first in stability; the runner-up is 12.9 kcal/mol higher.